(1)
Molecular formula: C41H40LiN3P2Se3Si2
Method: DFT, ωB97M-V with the def2-TZVPD basis set

```
92
Properties=species:S:1:pos:R:3:forces:R:3
Li 0.264552 2.561940 0.301008 -0.0059 0.3870 0.5337
Se 3.235886 -3.622315 1.516003 -0.0730 0.1263 0.0648
P 1.937048 -2.898648 -0.014493 0.6523 -0.3342 1.2641
C 0.785296 -4.285051 -0.292814 -0.6346 -0.6818 -0.3412
C 0.033103 -4.689623 0.834827 -0.4495 -0.0804 -0.4895
C -0.994922 -5.637777 0.703596 0.7069 0.3397 -0.2689
C -1.164592 -6.296015 -0.516494 -0.1874 0.2369 0.2639
C -0.348690 -6.003913 -1.595895 0.1317 -0.0637 0.1159
C 0.610495 -4.997274 -1.490799 -0.1324 0.4333 -0.3082
C 3.057076 -2.679123 -1.435442 0.5792 1.0946 -1.1073
C 3.486259 -1.383704 -1.831689 -0.5113 -0.7816 -0.0338
C 4.438803 -1.208886 -2.825824 0.4249 -0.5212 -0.3456
C 5.039047 -2.302096 -3.474610 -0.8197 0.3699 0.4257
C 4.622355 -3.577356 -3.103577 0.0324 -0.1592 0.2087
C 3.689102 -3.760433 -2.068027 -0.0049 0.0086 -0.1619
C 1.000480 -1.391408 0.503133 -0.0892 -1.1324 0.0158
C 0.354723 -0.337224 -0.140152 -0.3502 0.7730 -0.2957
N 0.124227 0.614474 0.819698 -0.1848 -1.3349 0.5722
N 0.452803 0.105170 2.016615 0.7520 -1.7467 -2.0373
N 0.975606 -1.156531 1.833483 -0.0146 1.9304 -0.0270
P -0.633309 -0.094955 -1.659592 0.2794 1.1836 0.2837
Se -1.057204 2.021001 -1.869763 0.0866 -0.7675 -0.3028
C 0.267444 -0.745306 -3.135453 0.2318 -0.6203 -0.4766
C 1.080458 0.128916 -3.861085 0.3251 -0.1776 -0.7440
C 1.802947 -0.282467 -5.007706 -0.8072 -0.3221 0.8821
C 1.765551 -1.609996 -5.418350 -0.2546 -0.2066 0.4288
C 0.950027 -2.497989 -4.709267 -0.1497 0.3501 0.3762
C 0.192850 -2.072021 -3.607054 0.4086 0.3467 -0.4157
C -2.207300 -1.033869 -1.502230 -0.1608 -1.0029 0.2760
C -2.248817 -2.309340 -0.887520 -0.5282 0.2648 -0.4980
C -3.431845 -3.068602 -0.894705 0.1946 0.3948 -0.2917
C -4.600513 -2.531932 -1.442112 0.2621 0.3732 -0.2257
C -4.604753 -1.228182 -1.939162 0.6533 -0.0621 0.1153
C -3.400612 -0.509323 -2.009069 -0.4364 -0.1097 0.1149
H 0.247005 -4.233310 1.795320 -0.1252 0.1271 -0.0607
H -1.665606 -5.864580 1.531330 0.3122 0.0676 -0.0642
H -1.974133 -7.003547 -0.619517 -0.0077 -0.1930 -0.0393
H -0.459314 -6.558086 -2.529524 0.0048 0.2356 0.2026
H 1.153064 -4.756424 -2.410596 0.0493 0.1549 0.5195
H 3.046717 -0.511734 -1.381413 -0.1276 0.2570 0.1997
H 4.721571 -0.214890 -3.146186 -0.0685 0.1256 0.2375
H 5.769423 -2.117299 -4.266120 -0.2276 -0.2319 0.2534
H 5.033114 -4.455978 -3.615514 -0.1148 0.2976 0.3458
H 3.494278 -4.771830 -1.729537 -0.1491 0.0320 -0.0600
H 1.129996 1.165047 -3.570554 0.0005 0.2229 0.1599
H 2.350470 0.443966 -5.577082 0.2871 0.2534 -0.0067
H 2.357990 -1.977284 -6.259867 -0.2156 0.2412 0.1952
H 0.875600 -3.540931 -5.003267 0.0445 0.1041 -0.0467
H -0.466000 -2.800257 -3.173343 -0.2340 -0.1110 0.4516
H -1.361084 -2.726833 -0.435919 0.0890 -0.0073 0.0382
H -3.433139 -4.087901 -0.510272 0.0967 0.2725 0.0308
H -5.508621 -3.113616 -1.548685 0.0276 -0.1047 0.3694
H -5.540249 -0.760742 -2.257603 0.3931 -0.1857 -0.0584
H -3.426635 0.479749 -2.444833 0.2089 0.1057 0.0913
C -1.322894 1.538705 7.023109 -0.1526 0.3090 1.1380
C -1.090136 0.699084 5.949051 -0.4372 0.7272 -0.7241
C -1.354255 1.183433 4.661469 0.1648 -0.3468 0.3455
C -1.871478 2.463770 4.451600 -0.1335 0.3246 -0.8899
C -2.121461 3.277335 5.560703 -0.0209 -0.3435 0.1523
C -1.850356 2.822363 6.838134 0.2510 -0.1960 -0.1844
Si -2.098942 3.132126 2.642023 0.4130 -0.3626 -0.3994
C -3.651137 2.095611 2.064462 0.8646 1.0101 0.5928
C -3.621271 0.714882 1.934848 -1.0570 -0.4751 -0.2798
C -4.768277 0.027535 1.510019 -0.0703 0.4316 -0.1245
C -5.944735 0.741976 1.217158 0.2291 -0.0325 -0.3597
C -5.972501 2.137288 1.309704 0.4832 -0.0249 0.2399
C -4.813362 2.786374 1.737949 -0.7463 -0.0361 -0.4277
H -1.117889 1.238674 8.057221 0.0096 -0.1550 -0.3819
H -0.727098 -0.306941 6.049748 0.2297 -0.2397 0.2676
H -1.100915 0.540392 3.814798 -0.1090 0.3120 0.2140
H -2.557905 4.263323 5.442185 0.0648 0.0028 -0.1776
H -2.038016 3.496127 7.668689 0.0601 -0.2242 0.1833
H -2.802340 4.433444 2.966355 -0.2281 0.0363 0.1331
H -2.717086 0.171971 2.163948 0.1572 -0.1356 -0.0146
H -4.738174 -1.054930 1.351590 -0.0465 0.2966 0.1251
H -6.802943 0.228457 0.799436 -0.0854 -0.1681 0.1740
H -6.856730 2.747993 1.074838 0.2715 -0.5262 0.0033
H -4.818938 3.872799 1.778090 0.0469 -0.0748 0.1677
C 3.022524 6.990805 -0.545225 0.2300 0.4976 0.1522
Si 3.764102 5.528949 0.365076 -1.6707 -1.6404 0.2544
C 5.597342 5.454443 0.081465 0.6322 1.3329 -0.3151
C 3.355323 5.729401 2.194027 0.5261 0.5155 -0.1173
Se 2.818654 3.581021 -0.275994 0.0621 0.1595 -0.2038
H 3.428313 7.931853 -0.145930 -0.0147 -0.0044 -0.1488
H 1.934525 7.047417 -0.483840 0.0454 -0.2278 0.1666
H 3.274520 6.913876 -1.596573 0.1093 0.0716 -0.3127
H 6.040377 6.462085 0.271064 -0.1101 -0.5218 -0.0032
H 5.797417 5.232045 -0.973650 -0.0227 -0.1628 0.2083
H 6.098083 4.737683 0.720878 0.0139 -0.2333 0.0473
H 3.813204 6.652112 2.572268 -0.0375 -0.0120 0.2283
H 3.716185 4.880596 2.771618 0.0648 -0.0457 0.0074
H 2.280238 5.792257 2.335393 -0.1569 -0.0097 -0.0666
```
Forces are in eV/Å.

- Maximum force: 0.0542 hartree/bohr
- Electronic energy: -10224.298281 hartree
- Kohn-Sham gap: 4.384 eV
- E_HOMO: -0.0278 Ha
- Net charge: -2
- Lowest unoccupied orbital energy: 3.6 eV
- Relative energy (zero: lowest compared OMol25 entry of this formula, charge and spin): 0.0 kJ/mol

Here are the Mulliken charges for atoms 1 to 8, given in e: 0.181, -0.405, -0.194, 0.235, -0.317, -0.798, -0.322, -0.771



(2)
Molecular formula: C2H11NO4
Method: DFT, ωB97M-V with the def2-TZVPD basis set

```
18
Properties=species:S:1:pos:R:3:forces:R:3
N -0.374483 -1.209476 1.802867 -0.4941 0.9742 0.7895
C -0.068054 0.182795 2.058907 0.3755 -0.2087 0.7342
C -0.608979 1.055947 0.943011 -0.1770 -1.1474 -0.0184
O -0.240884 0.895181 -0.192108 0.1964 0.4998 -0.2213
H 0.348242 -1.706919 1.331344 -0.3094 -0.6556 -0.1380
H -1.308381 -1.559737 1.983244 0.7078 -0.1135 -0.4027
H 1.016654 0.218655 2.167601 0.1310 0.4376 -0.4465
H -0.400063 0.566592 3.030407 -0.4273 -0.3594 -0.0716
H -1.513945 1.637882 1.163901 0.0401 0.5307 0.0317
O 2.927227 -0.273444 0.324222 -0.0488 -0.3758 0.6603
H 3.410507 0.172196 -0.384653 -0.9093 -0.0197 0.0564
H 1.957222 -0.182995 0.284802 0.8890 0.4743 -0.8371
O -1.565038 1.260329 -3.021058 -0.0102 -0.0044 -0.5951
H -1.711859 0.368450 -3.338313 0.0776 -0.2989 -0.5064
H -1.875161 1.151896 -2.131868 -0.0282 0.3366 1.0107
O -0.085299 -1.200203 -2.192489 -0.4698 -1.0832 1.5610
H 0.226325 -0.410012 -2.594382 0.4221 1.1878 -0.5002
H -0.134030 -0.967136 -1.235436 0.0347 -0.1744 -1.1065
```
Forces are in eV/Å.

- Maximum force: 0.0381 hartree/bohr
- Electronic energy: -438.473412 hartree
- Kohn-Sham gap: 9.847 eV
- E_HOMO: -0.3551 Ha
- SMILES: NCC=O.O.O.O
- Net charge: 0
- Lowest unoccupied orbital energy: 0.2 eV
- Relative energy (zero: lowest compared OMol25 entry of this formula, charge and spin): 220.8 kJ/mol

Here are the natural (NBO) charges for atoms 1 to 8, given in e: -0.867, -0.345, 0.445, -0.557, 0.394, 0.393, 0.231, 0.197



- Which value of lowest unoccupied orbital energy does entry 2 give?
  0.2 eV



- Look up the lowest unoccupied orbital energy of the first one.
  3.6 eV